(1)
# C3H11N2O3

A 4-piece molecular cluster, C3H11N2O3 overall at a distorted geometry (ωB97M-V with the def2-TZVPD basis set, the OMol25 dataset).

Cartesian coordinates (Å):
C 0.67362 -2.21258 0.86563
C 0.67593 -0.94200 1.38071
N 0.21314 -0.05036 0.43781
C -0.13665 -0.77828 -0.67818
N 0.22910 -2.07746 -0.43579
H 1.13086 -3.07547 1.29411
H 0.82536 -0.64880 2.40505
H 0.20873 0.97317 0.48810
H -0.51916 -0.39865 -1.61700
H -0.02832 -2.86989 -1.00181
H 0.46345 3.26177 0.46814
H 0.42839 3.01812 2.12682
O 0.45694 2.68420 1.23377
H 0.49844 2.58996 -2.08455
H 2.01463 2.49328 -1.79521
O 1.14828 2.47782 -1.38258
H -2.82637 -2.22006 -0.54109
H -2.85693 -0.84598 -0.19831
O -2.59942 -1.37878 -0.96564

Cartesian forces (eV/Å) of the 3 atoms listed first:
C 0.17 2.21 0.77
C -0.20 -0.73 0.36
N -0.09 0.52 0.59

Values from the calculation:
Gap between HOMO and LUMO (alpha / beta), Eh: 0.135 / 0.296
2S+1: 2

Results of the Löwdin charge analysis, in e, for atoms 1 through 8: C -0.13; C -0.14; N 0.01; C -0.25; N -0.03; H 0.09; H 0.10; H 0.08

=====

(2)
# C3H11N2O3

A 2-piece molecular cluster, C3H11N2O3 overall at a distorted geometry (ωB97M-V with the def2-TZVPD basis set, the OMol25 dataset).

Cartesian coordinates (Å):
N -0.06847 0.88401 -0.86803
C -0.36152 0.16559 0.42330
C 0.30313 0.91470 1.62594
O -0.25457 2.25264 1.40916
C 0.48221 -1.14743 0.46672
N 0.30547 -2.05374 1.43841
O 1.39836 -1.15835 -0.32370
H -0.13298 1.93779 -0.57035
H 0.87571 0.64038 -1.02383
H -0.69872 0.51141 -1.59339
H -1.45702 0.14271 0.36784
H 0.10978 0.52722 2.63352
H 1.48368 1.06476 1.57078
H 0.08401 2.94703 2.07834
H 0.84985 -2.89058 1.45149
H -0.56766 -2.18744 1.86881
H -1.44213 -0.53981 -4.03142
H -0.20939 -1.41341 -3.57271
O -0.69975 -0.59749 -3.35086

Cartesian forces (eV/Å) of the 3 atoms listed first:
N -1.04 1.81 2.63
C 0.66 -0.83 1.06
C 0.98 2.96 -0.82

Values from the calculation:
Net charge: +1
Gap between HOMO and LUMO, Eh: 0.431
2S+1: 1

Results of the Löwdin charge analysis, in e, for atoms 1 through 8: N 0.22; C -0.17; C -0.15; O -0.13; C -0.50; N 0.22; O 0.08; H 0.21

=====

(3)
# C3H11N2O3

A 4-piece molecular cluster, C3H11N2O3 overall at a distorted geometry (ωB97M-V with the def2-TZVPD basis set, the OMol25 dataset).

Cartesian coordinates (Å):
C 0.35974 -2.09342 1.03567
C 0.68895 -0.75328 1.41484
N 0.40659 0.12179 0.40445
C -0.14231 -0.59426 -0.64531
N -0.09567 -1.93023 -0.29309
H 0.54431 -3.16250 1.39231
H 0.99663 -0.37604 2.38618
H 0.48195 1.18477 0.44240
H -0.37309 -0.17185 -1.56891
H -0.53147 -2.62401 -0.88555
H -0.57084 2.52093 2.47742
H 0.34804 3.40211 1.67570
O 0.05289 2.46955 1.70092
H 1.94788 2.44670 -1.18656
H 2.17032 1.27167 -2.01746
O 1.42128 1.84028 -1.72094
H -2.50837 -1.90604 -1.85684
H -2.84251 -0.44166 -1.58462
O -2.35433 -1.20453 -1.17059

Cartesian forces (eV/Å) of the 3 atoms listed first:
C 0.75 1.72 -1.27
C -0.48 -2.38 0.79
N -1.36 -1.31 -2.05

Values from the calculation:
Net charge: +1
Gap between HOMO and LUMO, Eh: 0.382
2S+1: 1

Results of the Löwdin charge analysis, in e, for atoms 1 through 8: C 0.01; C -0.05; N 0.08; C -0.06; N 0.06; H 0.15; H 0.13; H 0.13

=====

Number 1: E -12408.9377 eV. Number 2: E -12405.6567 eV. Number 3: E -12405.4280 eV.